# 1
9 unconnected molecules or ions with the total composition C5H27NO9 at a distorted geometry, computed with the ωB97M-V functional and the def2-TZVPD basis.

Structure (XYZ):
```
42
Properties=species:S:1:pos:R:3:forces:R:3:mulliken_charge:R:1
O -2.403 -1.785 -2.087 -0.2 0.1 -0.7 -0.6931
H 0.903 -4.818 -0.662 0.0 0.0 -0.1 0.3473
O -0.757 2.126 -3.716 0.1 0.2 0.3 -0.6809
H -0.048 0.268 -3.145 0.0 0.0 0.0 0.2462
O -2.317 0.170 0.127 0.0 0.3 -0.6 -0.7473
H 2.625 -2.737 1.779 0.0 0.0 0.0 0.3658
H 0.409 -2.799 -1.864 -0.1 0.3 0.1 0.3175
H -0.742 -1.052 -2.750 0.2 0.1 0.2 0.3604
C 1.594 -2.651 1.415 0.7 0.5 -0.2 -0.4018
H 1.723 -1.377 -0.328 0.4 -0.1 -0.2 0.3854
H -1.237 0.801 2.013 0.0 -0.1 -0.1 0.2384
H -3.069 0.552 -0.350 -0.1 -0.1 0.4 0.3343
H 1.960 2.399 0.843 -0.3 0.4 -0.1 0.3953
H -1.315 4.232 1.621 0.3 -0.1 -0.1 0.3232
O 2.199 1.948 2.484 0.1 -0.5 0.0 -0.7881
H -2.638 -2.544 -1.548 0.0 0.1 0.2 0.3066
O -0.915 2.162 -0.980 0.5 0.2 0.3 -0.8074
H 1.533 3.669 0.014 0.1 -0.1 0.2 0.2829
H 2.447 -3.003 -0.550 0.2 0.2 0.1 0.4253
C 1.625 -2.441 -0.099 -0.6 0.0 -0.1 -0.9990
O 0.028 -0.491 -2.547 -0.1 0.1 -0.1 -0.5751
C 0.234 -0.553 1.682 0.4 0.3 1.0 0.2120
H -2.411 -0.994 -1.530 0.0 -0.4 0.5 0.3649
H 1.413 1.375 2.598 -0.2 0.3 0.0 0.4094
H -0.517 -2.444 -0.347 -0.2 0.4 -0.3 -0.0396
C 0.915 -1.563 2.215 -0.5 -1.1 -0.6 -0.4189
O 0.101 -4.314 -0.486 0.0 0.0 0.0 -0.5982
O 1.574 2.708 -0.012 0.1 -0.1 -0.2 -0.7165
H 0.288 -0.312 0.632 -0.2 -0.1 -0.2 -0.0155
H -0.642 0.151 3.402 0.1 -0.2 0.0 0.1881
C 0.348 -2.924 -0.785 0.3 -0.9 0.6 -0.0085
H -0.193 2.911 -3.788 -0.2 -0.3 -0.1 0.2953
H -0.974 2.102 -2.758 0.0 0.1 -0.4 0.4528
H 0.830 -1.825 3.267 0.0 0.5 0.1 0.2656
N -0.403 0.443 2.465 0.0 0.3 -0.2 -0.6363
H 2.925 1.313 2.438 0.1 0.1 0.1 0.3459
H -1.586 0.712 -0.267 -0.3 -0.2 0.2 0.4640
H 0.058 2.148 -0.809 -0.2 -0.1 0.0 0.4836
O -1.321 4.384 0.667 -0.6 0.2 0.3 -0.6625
H 1.142 -3.619 1.617 -0.2 -0.1 0.2 0.3608
H -2.203 4.763 0.535 0.3 0.0 -0.2 0.3029
H -1.181 2.908 -0.406 0.0 -0.1 -0.2 0.3148
```
Forces are in eV/Å.

Values from the calculation:
2S+1 = 1
E_LUMO = 0.0 eV
DFT total energy = -25541.2771 eV
Strongest force on any atom = 1.4 eV Å⁻¹
Total charge = 0
Gap between HOMO and LUMO = 8.38 eV

=====

# 2
A gas-phase ion, C4H9N (charge +1) at a distorted geometry, computed with the ωB97M-V functional and the def2-TZVPD basis.

Structure (XYZ):
```
14
Properties=species:S:1:pos:R:3:forces:R:3:mulliken_charge:R:1
H -0.262 0.465 -1.174 -0.2 0.0 0.1 0.3544
C 1.117 2.266 0.267 -0.9 -1.9 -0.6 -1.0999
C -1.433 -1.824 -0.644 -0.8 -0.5 -1.1 -0.8203
H -2.169 -2.289 0.024 0.6 0.4 0.7 0.3237
H 1.036 0.659 1.686 -0.4 -1.0 0.0 0.3397
H 1.229 2.341 -0.812 -0.1 -0.1 -0.2 0.3521
C 0.034 0.062 -0.212 -0.1 -1.6 0.1 0.2190
N -0.267 -1.225 -0.014 -1.4 -0.2 1.0 -0.0761
H -1.160 -2.672 -1.282 0.2 0.5 -0.3 0.3104
H 0.191 2.808 0.503 0.6 0.8 0.4 0.3366
C 0.707 0.849 0.673 1.9 2.5 -0.1 -0.2575
H -2.000 -1.039 -1.143 0.2 -0.3 -0.5 0.3341
H 2.074 2.539 0.698 -0.4 0.5 0.6 0.3798
H -0.056 -1.756 0.835 0.7 0.8 -0.1 0.3041
```
Forces are in eV/Å.

Values from the calculation:
2S+1 = 2
E_LUMO (spin up / spin down) = -3.5 / -7.0 eV
DFT total energy = -5775.4094 eV
Expectation value of S² = 0.766
Strongest force on any atom = 3.1 eV Å⁻¹
Total charge = +1
Gap between HOMO and LUMO (spin up / spin down) = 11.07 / 9.53 eV

=====

# 3
2 unconnected molecules or ions with the total composition C10H16O at a distorted geometry, computed with the ωB97M-V functional and the def2-TZVPD basis.

Structure (XYZ):
```
27
Properties=species:S:1:pos:R:3:forces:R:3:mulliken_charge:R:1
H 1.412 -2.791 2.136 0.7 1.4 -0.6 0.3532
H -0.270 2.784 -2.755 0.4 0.0 0.6 0.4306
H -2.214 1.233 -2.181 1.6 0.5 1.0 0.2870
H -2.769 -0.608 0.885 1.0 -1.8 -0.7 0.3995
C -2.722 0.234 0.223 -1.7 1.4 -2.8 -1.1881
H 2.246 3.760 -0.509 -0.1 -0.5 0.0 0.3663
H 1.117 -0.952 2.216 1.3 -1.7 -1.2 0.1413
C 0.689 1.994 0.558 -5.6 -1.2 -4.6 -0.6507
H 0.738 -4.029 0.223 -0.3 -1.5 1.6 0.3418
O 1.692 3.370 -1.210 -1.2 -0.4 0.5 -0.4321
H -0.617 1.075 2.010 0.2 -0.3 -2.3 0.3382
H 1.599 -1.256 -0.433 0.4 0.6 -1.2 0.3166
H 1.589 -3.459 -1.152 -0.7 -0.2 0.0 0.2630
C -1.364 1.471 -1.455 0.3 1.0 0.1 -0.5198
C -1.488 0.996 -0.102 0.1 -1.1 -0.3 0.8545
C 1.628 -1.816 1.583 -2.5 0.4 0.3 -0.8833
C -0.448 1.261 0.873 0.3 1.0 1.8 -0.4313
H 1.397 2.160 1.216 3.5 1.0 3.1 0.6329
H -0.073 -1.441 0.064 0.7 0.4 0.7 -0.3523
C 0.689 2.568 -0.789 2.4 0.7 0.9 0.8118
C 0.952 -1.868 0.135 -0.9 -0.4 2.0 0.4156
H -0.265 -3.187 -1.042 1.9 -0.8 0.7 0.2829
H 2.692 -1.600 1.418 -0.3 -0.3 0.6 0.2736
H -3.510 0.275 -0.748 2.2 -0.6 3.1 0.2666
H -3.141 0.746 1.058 -1.1 1.9 0.5 0.4035
C 0.742 -3.260 -0.467 -0.4 2.1 -2.9 -1.1122
C -0.302 2.337 -1.754 -2.2 -1.6 -0.7 -0.6090
```
Forces are in eV/Å.

Values from the calculation:
2S+1 = 2
E_LUMO (spin up / spin down) = -3.8 / -7.4 eV
DFT total energy = -12666.7101 eV
Expectation value of S² = 0.767
Strongest force on any atom = 7.3 eV Å⁻¹
Total charge = +1
Gap between HOMO and LUMO (spin up / spin down) = 9.93 / 6.46 eV